This record from the OMol25 dataset describes the ion C6H6N with charge +1 at a distorted geometry. The level of theory is ωB97M-V/def2-TZVPD.

Each atom is followed by the atoms it is bonded to, with distances in Å.
Positions of all 13 atoms, in Å:
1 C -0.360 1.276 0.600  C2 1.341, C4 1.484, H8 1.196
2 C 0.394 1.207 -0.507  C1 1.341, C3 1.575, C6 1.320
3 C 0.013 -0.164 -1.182  C2 1.575, C5 1.623, C6 1.437, N7 1.443
4 C -1.289 0.125 0.718  C1 1.484, N7 1.467, H9 1.117, H10 1.151
5 C 0.606 -1.327 -0.218  C3 1.623, N7 1.477, H11 1.003, H12 1.157
6 C 1.239 0.576 -1.302  C2 1.320, C3 1.437, H13 1.038
7 N -0.801 -0.881 -0.231  C3 1.443, C4 1.467, C5 1.477
8 H -0.368 2.109 1.459  C1 1.196
9 H -1.464 -0.390 1.694  C4 1.117
10 H -2.384 0.300 0.410  C4 1.151
11 H 0.883 -2.160 -0.703  C5 1.003
12 H 1.289 -1.002 0.657  C5 1.157
13 H 2.243 0.331 -1.395  C6 1.038

HOMO (spin up / spin down) in eV: -14.2 / -14.2
E in eV: -7793.7673
ΔE to the lowest compared entry with this formula, charge and spin in eV: 5.975
Charge: +1
Orbital gap (spin up / spin down) in Ha: 0.2940 / 0.2940
Molar mass in g/mol: 92.1
Multiplicity: 1

Atom charges from the Mulliken analysis, given in e for atoms 1 to 5: number 1, C, carries -0.344; number 2, C, carries 0.316; number 3, C, carries 0.325; number 4, C, carries -0.515; number 5, C, carries -0.459


This record from the OMol25 dataset describes a cluster of 16 separate species, C35H56Cl30N2O2 in total at a distorted geometry. The level of theory is ωB97M-V/def2-TZVPD.

Each atom is followed by the atoms it is bonded to, with distances in Å.
Positions of all 125 atoms, in Å:
1 C 0.431 3.116 3.178  C2 1.565, H25 1.122, H26 1.137, H27 1.128
2 C 0.807 2.742 1.705  C1 1.565, O3 1.206, O4 1.405
3 O 0.036 2.133 1.006  C2 1.206
4 O 2.084 3.090 1.232  C2 1.405, C5 1.452
5 C 2.037 4.299 0.429  O4 1.452, C6 1.594, H28 1.126, H29 1.132
6 C 1.785 3.973 -1.111  C5 1.594, C7 1.610, H30 1.121, H31 1.132
7 C 3.154 3.406 -1.739  C6 1.610, C8 1.574, H32 1.124, H33 1.125
8 C 3.047 1.837 -1.659  C7 1.574, C9 1.581, H34 1.135, H35 1.133
9 C 4.280 1.041 -2.244  C8 1.581, C10 1.577, H36 1.133, H37 1.137
10 C 4.614 -0.301 -1.486  C9 1.577, C11 1.583, H38 1.136, H39 1.133
11 C 3.522 -1.435 -1.659  C10 1.583, C12 1.577, C14 1.584, H40 1.125
12 C 4.232 -2.788 -1.267  C11 1.577, N13 1.148
13 N 4.659 -3.792 -0.912  C12 1.148
14 C 2.280 -1.296 -0.686  C11 1.584, C15 1.557, C17 1.611, H41 1.126
15 C 2.791 -1.303 0.785  C14 1.557, N16 1.149
16 N 2.927 -1.371 1.924  C15 1.149
17 C 1.177 -2.437 -0.956  C14 1.611, C18 1.582, H42 1.125, H43 1.127
18 C 0.050 -1.713 -1.799  C17 1.582, C19 1.481, C24 1.473
19 C -1.148 -1.151 -1.136  C18 1.481, C20 1.465, H44 1.115
20 C -2.126 -0.448 -1.970  C19 1.465, C21 1.482, H45 1.120
21 C -1.924 -0.296 -3.430  C20 1.482, C22 1.472, H46 1.124
22 C -0.724 -0.893 -4.041  C21 1.472, C23 1.574, C24 1.495
23 C -0.551 -0.698 -5.594  C22 1.574, H47 1.136, H48 1.123, H49 1.122
24 C 0.313 -1.619 -3.246  C18 1.473, C22 1.495, H50 1.115
25 H 0.716 2.318 3.914  C1 1.122
26 H -0.699 3.234 3.241  C1 1.137
27 H 0.901 4.089 3.501  C1 1.128
28 H 1.212 4.960 0.815  C5 1.126
29 H 3.034 4.814 0.580  C5 1.132
30 H 1.406 4.856 -1.688  C6 1.121
31 H 1.016 3.142 -1.107  C6 1.132
32 H 4.013 3.801 -1.130  C7 1.124
33 H 3.231 3.741 -2.810  C7 1.125
34 H 2.968 1.543 -0.566  C8 1.135
35 H 2.102 1.437 -2.139  C8 1.133
36 H 4.212 0.861 -3.361  C9 1.133
37 H 5.190 1.710 -2.112  C9 1.137
38 H 5.562 -0.705 -1.963  C10 1.136
39 H 4.898 -0.124 -0.403  C10 1.133
40 H 3.245 -1.503 -2.747  C11 1.125
41 H 1.763 -0.306 -0.832  C14 1.126
42 H 1.606 -3.317 -1.510  C17 1.125
43 H 0.807 -2.744 0.063  C17 1.127
44 H -1.311 -1.221 -0.035  C19 1.115
45 H -3.040 0.020 -1.522  C20 1.120
46 H -2.672 0.265 -4.053  C21 1.124
47 H 0.323 0.015 -5.725  C23 1.136
48 H -0.275 -1.660 -6.102  C23 1.123
49 H -1.443 -0.184 -6.040  C23 1.122
50 H 1.221 -2.055 -3.725  C24 1.115
51 C -1.429 -5.254 -1.443  Cl52 1.770, Cl53 1.772, H54 1.087, H55 1.088
52 Cl -0.392 -5.402 -2.869  C51 1.770
53 Cl -1.715 -3.554 -1.033  C51 1.772
54 H -2.382 -5.735 -1.649  C51 1.087
55 H -0.943 -5.744 -0.602  C51 1.088
56 C -3.375 3.683 5.566  Cl57 1.770, Cl58 1.769, H59 1.088, H60 1.088
57 Cl -2.989 5.286 4.922  C56 1.770
58 Cl -2.044 2.549 5.303  C56 1.769
59 H -3.557 3.767 6.636  C56 1.088
60 H -4.265 3.306 5.066  C56 1.088
61 C -1.934 4.175 9.553  Cl62 1.766, Cl63 1.767, H64 1.087, H65 1.087
62 Cl -1.243 2.599 9.152  C61 1.766
63 Cl -3.570 4.336 8.904  C61 1.767
64 H -1.971 4.281 10.634  C61 1.087
65 H -1.306 4.954 9.127  C61 1.087
66 C -1.898 -0.876 8.891  Cl67 1.767, Cl68 1.768, H69 1.087, H70 1.087
67 Cl -3.614 -0.575 9.186  C66 1.767
68 Cl -1.202 -1.908 10.148  C66 1.768
69 H -1.787 -1.369 7.929  C66 1.087
70 H -1.371 0.074 8.883  C66 1.087
71 C 0.462 2.406 -7.458  Cl72 1.769, Cl73 1.765, H74 1.088, H75 1.087
72 Cl 2.103 2.095 -6.874  C71 1.769
73 Cl 0.012 1.280 -8.741  C71 1.765
74 H -0.232 2.292 -6.629  C71 1.088
75 H 0.411 3.420 -7.846  C71 1.087
76 C 4.810 1.470 -9.233  Cl77 1.768, Cl78 1.769, H79 1.087, H80 1.087
77 Cl 6.450 1.158 -8.650  C76 1.768
78 Cl 4.361 0.339 -10.517  C76 1.769
79 H 4.114 1.359 -8.405  C76 1.087
80 H 4.761 2.484 -9.622  C76 1.087
81 C -3.716 1.417 -10.083  Cl82 1.768, Cl83 1.769, H84 1.087, H85 1.087
82 Cl -3.393 0.472 -8.624  C81 1.768
83 Cl -2.637 2.813 -10.207  C81 1.769
84 H -3.569 0.781 -10.953  C81 1.087
85 H -4.744 1.769 -10.053  C81 1.087
86 C -6.290 5.597 12.015  Cl87 1.769, Cl88 1.767, H89 1.087, H90 1.087
87 Cl -4.627 5.322 12.548  C86 1.769
88 Cl -6.736 4.500 10.703  C86 1.767
89 H -6.961 5.433 12.854  C86 1.087
90 H -6.382 6.622 11.663  C86 1.087
91 C -6.658 1.066 4.273  Cl92 1.769, Cl93 1.767, H94 1.087, H95 1.087
92 Cl -6.439 2.471 5.325  C91 1.769
93 Cl -5.162 0.137 4.126  C91 1.767
94 H -7.430 0.428 4.694  C91 1.087
95 H -6.958 1.409 3.286  C91 1.087
96 C 0.137 -4.654 2.417  Cl97 1.767, Cl98 1.771, H99 1.087, H100 1.087
97 Cl 0.751 -6.277 2.089  C96 1.767
98 Cl -1.487 -4.436 1.745  C96 1.771
99 H 0.097 -4.503 3.493  C96 1.087
100 H 0.807 -3.926 1.967  C96 1.087
101 C 1.061 -1.329 -12.143  Cl102 1.768, Cl103 1.767, H104 1.087, H105 1.087
102 Cl 0.778 -0.867 -13.826  C101 1.768
103 Cl -0.417 -1.197 -11.183  C101 1.767
104 H 1.408 -2.358 -12.114  C101 1.087
105 H 1.815 -0.671 -11.719  C101 1.087
106 C 0.909 -8.741 5.319  Cl107 1.767, Cl108 1.767, H109 1.087, H110 1.087
107 Cl 0.404 -7.114 5.790  C106 1.767
108 Cl 1.269 -9.737 6.734  C106 1.767
109 H 0.107 -9.209 4.754  C106 1.087
110 H 1.801 -8.668 4.703  C106 1.087
111 C 4.245 -1.722 -7.166  Cl112 1.767, Cl113 1.769, H114 1.087, H115 1.088
112 Cl 2.561 -2.077 -7.567  C111 1.767
113 Cl 4.360 -0.663 -5.753  C111 1.769
114 H 4.761 -2.654 -6.950  C111 1.087
115 H 4.713 -1.228 -8.015  C111 1.088
116 C 2.700 1.849 8.553  Cl117 1.768, Cl118 1.767, H119 1.087, H120 1.087
117 Cl 1.635 0.516 9.017  C116 1.768
118 Cl 1.823 3.083 7.641  C116 1.767
119 H 3.111 2.301 9.452  C116 1.087
120 H 3.504 1.459 7.935  C116 1.087
121 C -4.499 -5.125 3.464  Cl122 1.767, Cl123 1.768, H124 1.087, H125 1.087
122 Cl -4.811 -4.665 1.787  C121 1.767
123 Cl -5.951 -4.960 4.458  C121 1.768
124 H -4.171 -6.161 3.490  C121 1.087
125 H -3.721 -4.481 3.867  C121 1.087

HOMO in eV: -8.3
E in eV: -419947.7881
Orbital gap in Ha: 0.3157
Molar mass in g/mol: 1600.4
Multiplicity: 1

Atom charges from the Mulliken analysis, given in e for atoms 1 to 5: number 1, C, carries -0.694; number 2, C, carries 0.589; number 3, O, carries -0.572; number 4, O, carries -0.350; number 5, C, carries -0.707